#i
A cluster of 3 separate species, C4H11O4 in total. Source: the OMol25 dataset; level of theory: ωB97M-V with the def2-TZVPD basis set.

The value obtained for the lowest unoccupied orbital energy is 0.1269 hartree. As for the net charge: -1. The spin multiplicity is 1.

Positions of all 19 atoms, in Å:
O1 0.178 1.145 1.974
C1 0.965 0.831 1.048
O2 2.159 1.187 0.895
C2 0.411 -0.035 -0.115
C3 0.540 0.708 -1.477
C4 -0.041 -0.145 -2.601
H1 -0.655 -0.186 0.033
H2 0.913 -1.008 -0.147
H3 1.589 0.983 -1.537
H4 -0.062 1.615 -1.375
H5 0.596 -1.006 -2.809
H6 -1.020 -0.560 -2.347
H7 -0.224 0.506 -3.462
H8 0.020 -2.757 -0.751
H9 -1.317 -3.314 -0.342
O3 -0.446 -3.595 -0.666
H10 -2.638 1.058 0.703
H11 -1.973 0.935 1.993
O4 -2.846 0.755 1.591

#ii
A cluster of 3 separate species, C4H11O4 in total. Source: the OMol25 dataset; level of theory: ωB97M-V with the def2-TZVPD basis set.

The value obtained for the lowest unoccupied orbital energy is 0.1088 hartree. As for the net charge: -1. The spin multiplicity is 1.

Positions of all 19 atoms, in Å:
C1 1.091 0.514 -1.720
O1 0.781 0.834 -2.987
C2 -0.128 0.128 -0.844
C3 0.267 -0.231 0.577
C4 -0.803 0.013 1.614
O2 -0.737 -0.325 2.770
H1 1.806 -0.348 -1.590
H2 1.563 1.345 -1.135
H3 -0.793 1.004 -0.894
H4 -0.665 -0.686 -1.318
H5 1.107 0.402 0.898
H6 0.601 -1.253 0.695
H7 -1.692 0.575 1.250
H8 3.556 1.288 -3.920
H9 2.101 1.556 -3.526
O3 2.919 2.013 -3.929
H10 -2.568 -2.666 4.941
H11 -3.460 -2.118 3.880
O4 -3.454 -2.787 4.575

#iii
A cluster of 3 separate species, C4H11O4 in total. Source: the OMol25 dataset; level of theory: ωB97M-V with the def2-TZVPD basis set.

The value obtained for the lowest unoccupied orbital energy is 0.1095 hartree. As for the net charge: -1. The spin multiplicity is 1.

Positions of all 19 atoms, in Å:
C1 2.014 -0.394 -0.875
O1 2.231 -1.542 -1.578
C2 0.466 -0.688 -0.040
C3 -0.170 0.673 0.313
C4 -1.593 0.613 -0.040
O2 -2.276 1.571 0.067
H1 2.879 -0.354 -0.170
H2 1.813 0.599 -1.376
H3 -0.078 -1.310 -0.708
H4 0.685 -1.272 0.890
H5 0.494 1.477 -0.257
H6 -0.160 0.779 1.429
H7 -1.993 -0.474 -0.100
H8 0.015 -0.890 -2.865
H9 1.016 -1.867 -2.330
O3 0.340 -1.737 -3.180
H10 -1.858 1.350 4.342
H11 -1.921 1.505 2.828
O4 -1.904 1.962 3.649

Best to worst by energy: #i, #ii, #iii.

#i
The molecule C4H6OS. Source: the OMol25 dataset; level of theory: ωB97M-V with the def2-TZVPD basis set.

The value obtained for the lowest unoccupied orbital energy is -0.0021 hartree. As for the net charge: 0. The spin multiplicity is 1. Its structure (SMILES) is C=CC(=O)SC.

Positions of all 12 atoms, in Å:
C1 -0.358 0.614 -2.553
C2 0.346 0.864 -1.381
C3 0.239 -0.068 -0.224
O1 -0.326 -1.158 -0.294
S1 0.573 0.682 1.371
C4 0.086 -0.763 2.430
H1 -0.591 1.308 -3.270
H2 -0.999 -0.375 -2.554
H3 0.894 1.782 -1.265
H4 0.146 -1.464 1.617
H5 -0.875 -0.553 2.896
H6 0.866 -0.871 3.227

#ii
The molecule C4H6OS. Source: the OMol25 dataset; level of theory: ωB97M-V with the def2-TZVPD basis set.

The value obtained for the lowest unoccupied orbital energy is 0.0285 hartree. As for the net charge: 0. The spin multiplicity is 1. Its structure (SMILES) is C#C[C@@H](S)CO.

Positions of all 12 atoms, in Å:
C1 -0.788 2.200 -0.219
C2 -0.487 1.133 0.088
C3 -0.240 -0.296 0.390
S1 -1.712 -1.261 -0.112
C4 0.916 -1.026 -0.370
O1 2.181 -0.484 0.026
H1 -1.051 3.155 -0.569
H2 -0.037 -0.368 1.449
H3 -2.634 -0.399 0.442
H4 0.872 -0.986 -1.511
H5 0.902 -2.077 0.052
H6 2.079 0.409 0.334

#iii
The molecule C4H6OS. Source: the OMol25 dataset; level of theory: ωB97M-V with the def2-TZVPD basis set.

The value obtained for the lowest unoccupied orbital energy is 0.0276 hartree. As for the net charge: 0. The spin multiplicity is 1. Its structure (SMILES) is C1OC[C@H]2S[C@H]12.

Positions of all 12 atoms, in Å:
C1 0.587 -1.164 0.170
O1 1.339 0.035 -0.055
C2 0.467 1.215 -0.183
C3 -0.817 0.643 0.367
S1 -2.420 -0.022 -0.021
C4 -0.786 -0.710 -0.325
H1 0.651 -1.431 1.207
H2 1.032 -2.022 -0.400
H3 0.854 2.005 0.432
H4 0.368 1.575 -1.227
H5 -0.637 0.541 1.441
H6 -0.637 -0.665 -1.407

Best to worst by energy: #i, #ii, #iii.

#i
The molecule C4H6OS. Source: the OMol25 dataset; level of theory: ωB97M-V with the def2-TZVPD basis set.

The value obtained for the lowest unoccupied orbital energy is 0.0137 hartree. As for the net charge: 0. The spin multiplicity is 1. Its structure (SMILES) is S=C1CCCO1.

Positions of all 12 atoms, in Å:
S1 0.971 0.870 -2.697
C1 0.431 0.546 -1.202
C2 0.318 -0.820 -0.558
C3 -0.736 -0.561 0.523
C4 -0.133 0.823 1.041
O1 0.428 1.414 -0.156
H1 0.003 -1.586 -1.295
H2 1.347 -0.995 -0.201
H3 -1.615 -0.505 -0.048
H4 -0.792 -1.333 1.345
H5 -0.933 1.488 1.511
H6 0.710 0.660 1.739

#ii
The molecule C4H6OS. Source: the OMol25 dataset; level of theory: ωB97M-V with the def2-TZVPD basis set.

The value obtained for the lowest unoccupied orbital energy is -0.0055 hartree. As for the net charge: 0. The spin multiplicity is 1. Its structure (SMILES) is OC1CC(=S)C1.

Positions of all 12 atoms, in Å:
O1 0.051 -1.300 -1.603
C1 -0.432 -0.292 -0.695
C2 0.747 0.675 -0.208
C3 0.320 0.418 1.238
S1 0.849 1.050 2.594
C4 -0.773 -0.586 0.874
H1 0.456 -0.678 -2.293
H2 -1.202 0.354 -1.233
H3 1.783 0.529 -0.475
H4 0.559 1.760 -0.493
H5 -1.805 -0.303 1.160
H6 -0.553 -1.627 1.134

Best to worst by energy: #i, #ii.

#i
The molecule C4H6OS. Source: the OMol25 dataset; level of theory: ωB97M-V with the def2-TZVPD basis set.

The value obtained for the lowest unoccupied orbital energy is 0.0211 hartree. As for the net charge: 0. The spin multiplicity is 1. Its structure (SMILES) is C[C@H]1S[C@H]1C=O.

Positions of all 12 atoms, in Å:
C1 1.211 -0.718 -0.679
C2 0.061 -0.877 0.357
S1 0.147 0.082 2.035
C3 -0.942 0.236 0.600
C4 -0.891 1.488 -0.201
O1 -1.671 1.714 -1.089
H1 2.058 -0.149 -0.177
H2 1.681 -1.670 -0.872
H3 0.728 -0.222 -1.555
H4 -0.229 -1.887 0.654
H5 -1.923 -0.235 0.680
H6 -0.231 2.238 0.246

#ii
A cluster of 2 separate species, C4H6OS in total. Source: the OMol25 dataset; level of theory: ωB97M-V with the def2-TZVPD basis set.

The value obtained for the lowest unoccupied orbital energy is 0.0133 hartree. As for the net charge: 0. The spin multiplicity is 1.

Positions of all 12 atoms, in Å:
C1 3.095 0.434 0.553
C2 -1.383 -0.195 -0.874
C3 -1.265 0.131 0.582
C4 -0.034 0.271 -0.133
O1 0.872 -0.779 0.170
S1 4.459 0.700 -0.008
H1 0.308 -1.473 0.467
H2 -1.428 -1.290 -1.085
H3 -1.931 0.552 -1.491
H4 -1.603 1.140 0.891
H5 -1.532 -0.752 1.216
H6 0.442 1.261 -0.289

Best to worst by energy: #i, #ii.

#i
The molecule C4H6OS. Source: the OMol25 dataset; level of theory: ωB97M-V with the def2-TZVPD basis set.

The value obtained for the lowest unoccupied orbital energy is -0.0032 hartree. As for the net charge: 0. The spin multiplicity is 1. Its structure (SMILES) is C=C(C)OC=S.

Positions of all 12 atoms, in Å:
C1 -0.431 1.259 -0.209
C2 -0.303 -0.058 -0.070
C3 -1.409 -1.020 -0.102
O1 0.949 -0.642 0.104
C4 2.040 0.135 0.329
S1 3.515 -0.289 -0.210
H1 0.451 1.900 -0.159
H2 -1.444 1.605 -0.281
H3 -2.421 -0.512 -0.043
H4 -1.404 -1.642 -1.028
H5 -1.319 -1.719 0.745
H6 1.777 0.984 0.924

#ii
The molecule C4H6OS. Source: the OMol25 dataset; level of theory: ωB97M-V with the def2-TZVPD basis set.

The value obtained for the lowest unoccupied orbital energy is -0.0133 hartree. As for the net charge: 0. The spin multiplicity is 1. Its structure (SMILES) is C[C@H]1O[C@H]1C=S.

Positions of all 12 atoms, in Å:
C1 -1.358 0.150 -0.508
C2 -0.179 0.940 -0.107
O1 0.110 0.900 1.217
C3 1.088 0.328 0.327
C4 0.998 -1.153 0.397
S1 1.878 -2.198 -0.465
H1 -2.233 0.708 -0.183
H2 -1.333 -0.016 -1.643
H3 -1.291 -0.809 -0.030
H4 -0.071 1.904 -0.535
H5 2.061 0.820 0.324
H6 0.330 -1.574 1.206

#iii
A structure of composition C4H6OS. Source: the OMol25 dataset; level of theory: ωB97M-V with the def2-TZVPD basis set.

The value obtained for the lowest unoccupied orbital energy is -0.0210 hartree. As for the net charge: 0. The spin multiplicity is 1.

Positions of all 12 atoms, in Å:
C1 0.861 -1.459 -0.205
C2 0.315 -0.125 0.421
C3 -0.377 1.608 -0.165
C4 -0.992 0.339 -0.069
H1 1.701 -1.797 0.356
H2 1.057 -1.470 -1.308
H3 0.050 -2.261 -0.050
H4 0.147 -0.202 1.523
H5 -0.622 2.436 0.598
H6 -0.587 2.145 -1.165
O1 0.950 1.035 0.042
S1 -2.503 -0.248 0.023

#iv
The molecule C4H6OS. Source: the OMol25 dataset; level of theory: ωB97M-V with the def2-TZVPD basis set.

The value obtained for the lowest unoccupied orbital energy is 0.0287 hartree. As for the net charge: 0. The spin multiplicity is 1. Its structure (SMILES) is C=C1OCCS1.

Positions of all 12 atoms, in Å:
C1 -2.469 -0.549 -0.006
C2 -1.223 -0.063 0.077
O1 -0.155 -0.979 0.140
C3 0.991 -0.428 -0.243
C4 1.175 1.009 0.230
S1 -0.608 1.565 -0.056
H1 -3.317 0.164 -0.236
H2 -2.512 -1.609 0.147
H3 1.210 -0.592 -1.356
H4 1.761 -1.091 0.250
H5 1.264 1.396 1.312
H6 1.816 1.652 -0.341

Best to worst by energy: #i, #iv, #ii, #iii.

#i
A structure of composition C4H6OS. Source: the OMol25 dataset; level of theory: ωB97M-V with the def2-TZVPD basis set.

The value obtained for the lowest unoccupied orbital energy is -0.0074 hartree. As for the net charge: 0. The spin multiplicity is 1.

Positions of all 12 atoms, in Å:
C1 0.756 0.970 1.081
C2 0.720 -0.299 -1.086
C3 -1.474 -0.407 -0.048
C4 0.401 -0.177 0.400
O1 0.562 2.057 0.669
S1 -0.815 -1.253 -1.575
H1 0.982 0.824 2.130
H2 0.877 0.743 -1.544
H3 1.587 -1.023 -1.272
H4 -2.262 -0.881 0.628
H5 -1.948 0.613 -0.325
H6 0.614 -1.168 0.943

#ii
The molecule C4H6OS. Source: the OMol25 dataset; level of theory: ωB97M-V with the def2-TZVPD basis set.

The value obtained for the lowest unoccupied orbital energy is 0.0328 hartree. As for the net charge: 0. The spin multiplicity is 1. Its structure (SMILES) is C[C@H]1OC=CS1.

Positions of all 12 atoms, in Å:
C1 1.414 -0.119 0.889
C2 0.474 -0.621 -0.276
O1 -0.714 -0.820 0.408
C3 -1.637 0.122 -0.060
C4 -1.275 0.865 -1.095
S1 0.302 0.446 -1.666
H1 1.018 0.701 1.426
H2 2.359 0.173 0.466
H3 1.496 -0.982 1.582
H4 0.880 -1.520 -0.606
H5 -2.525 0.204 0.559
H6 -1.793 1.550 -1.626

#iii
The molecule C4H6OS. Source: the OMol25 dataset; level of theory: ωB97M-V with the def2-TZVPD basis set.

The value obtained for the lowest unoccupied orbital energy is -0.0140 hartree. As for the net charge: 0. The spin multiplicity is 1. Its structure (SMILES) is CC(=S)[C@H]1CO1.

Positions of all 12 atoms, in Å:
C1 -1.522 -0.631 -0.144
C2 -0.544 0.451 -0.594
S1 -1.000 1.998 -0.955
C3 0.936 0.274 -0.499
C4 1.465 0.216 0.850
O1 1.427 -0.917 -0.082
H1 -1.248 -1.553 -0.638
H2 -2.599 -0.439 -0.445
H3 -1.542 -0.794 0.968
H4 1.535 0.759 -1.192
H5 2.468 0.457 1.100
H6 0.622 0.179 1.632

Best to worst by energy: #ii, #iii, #i.

#i
A cluster of 2 separate species, C2H2F2O in total. Source: the OMol25 dataset; level of theory: ωB97M-V with the def2-TZVPD basis set.

The value obtained for the lowest unoccupied orbital energy is 0.0204 hartree. As for the net charge: 0. The spin multiplicity is 1.

Positions of all 7 atoms, in Å:
C1 -1.536 0.142 -0.150
C2 2.258 -0.391 -0.240
O1 -0.596 -0.574 -0.283
F1 1.770 -0.894 0.830
F2 2.013 0.886 -0.148
H1 -2.521 -0.051 -0.619
H2 -1.388 0.881 0.611

#ii
A cluster of 2 separate species, C2H2F2O in total. Source: the OMol25 dataset; level of theory: ωB97M-V with the def2-TZVPD basis set.

The value obtained for the lowest unoccupied orbital energy is 0.0206 hartree. As for the net charge: 0. The spin multiplicity is 1.

Positions of all 7 atoms, in Å:
C1 0.202 -0.147 0.108
C2 4.211 -0.224 -0.341
O1 1.046 -0.157 -0.784
F1 3.910 -0.560 0.886
F2 4.019 1.035 -0.459
H1 0.729 -0.476 1.130
H2 -0.824 0.075 0.017

Best to worst by energy: #i, #ii.